{
  "formula": "C36H68BrClF2N3O13",
  "method": "the ωB97M-V functional and the def2-TZVPD basis",
  "orbital_gap_ev": 7.4,
  "lumo_energy_ev": -3.711,
  "total_charge": 1,
  "elements": ["H", "H", "O", "H", "H", "H", "H", "H", "H", "C", "C", "C", "H", "H", "H", "H", "C", "C", "H", "F", "H", "C", "H", "H", "C", "O", "H", "H", "C", "O", "N", "H", "O", "H", "H", "H", "H", "C", "C", "H", "C", "C", "C", "C", "H", "C", "H", "H", "H", "C", "O", "H", "H", "Cl", "C", "H", "O", "C", "C", "C", "C", "H", "H", "H", "H", "O", "H", "O", "N", "H", "H", "O", "H", "H", "C", "C", "O", "H", "H", "C", "H", "F", "H", "O", "H", "H", "N", "C", "H", "C", "H", "H", "H", "C", "H", "O", "C", "H", "H", "H", "O", "H", "H", "Br", "H", "C", "C", "H", "H", "C", "H", "H", "H", "H", "C", "H", "H", "H", "H", "C", "C", "C", "H", "C"],
  "xyz": [[-2.250, 0.511, -0.598], [2.762, -0.701, -4.716], [-1.739, 1.118, 2.240], [-1.734, 4.040, -0.305], [2.893, -0.530, 0.843], [4.990, -2.762, -0.148], [0.336, -1.255, 0.711], [-2.435, 2.159, -0.450], [-9.708, -4.163, 8.464], [-2.513, -0.896, 4.760], [6.225, 2.903, -5.263], [-3.124, -2.804, 0.617], [3.668, -4.525, 0.889], [0.202, 2.984, -1.365], [3.418, -1.439, -6.192], [-0.531, 7.853, -2.434], [2.529, -1.018, -5.732], [-4.707, -1.940, 2.402], [7.607, 3.180, -2.996], [2.069, -0.037, -1.215], [-1.539, 7.435, -4.186], [5.021, -6.022, -1.655], [-2.827, -1.393, 5.645], [-1.974, -0.038, 5.058], [2.290, 0.314, 1.085], [4.275, -5.148, -0.936], [2.251, -0.147, -6.319], [-3.309, 7.535, -4.327], [-0.604, -1.466, -1.059], [-2.233, 6.956, -1.626], [-0.300, -0.693, 0.166], [6.065, 4.046, -1.205], [0.215, -1.555, -5.739], [-5.691, -2.322, 2.287], [-1.268, 10.184, -1.857], [3.406, -3.343, -6.515], [3.803, -2.753, -4.064], [-1.991, 9.370, -1.885], [0.209, 0.514, -0.026], [-0.795, 8.037, -0.717], [-2.471, 6.885, -4.083], [-0.982, 4.069, 1.650], [-7.599, -3.780, 8.652], [-1.002, -2.887, -0.738], [5.021, -5.625, 0.953], [6.612, 2.762, -2.848], [5.875, 5.009, -5.217], [-2.877, -2.883, 2.734], [-8.974, -3.496, 7.002], [-6.845, -1.711, 6.779], [6.071, 2.276, -4.073], [-1.696, -3.221, -1.455], [-1.564, -4.116, 0.833], [0.360, 3.394, 2.580], [-1.298, 8.040, -1.682], [1.639, 0.047, 1.885], [-6.396, -3.868, 7.883], [5.671, 3.737, -2.173], [6.726, 4.333, -5.284], [-1.923, 1.334, -0.037], [5.498, -3.561, 0.393], [7.233, 4.499, -6.228], [-7.398, -1.943, 5.871], [-6.228, -0.835, 6.603], [-4.323, -2.363, 4.422], [-3.593, -0.511, 3.966], [-7.540, -1.454, 7.575], [4.626, -6.380, -2.724], [-0.503, 1.521, -0.120], [5.703, -3.224, 1.410], [-1.174, -2.569, 1.415], [-4.829, -2.965, 6.652], [6.450, -3.741, -0.105], [6.399, -6.516, -0.024], [-0.774, 3.996, 0.159], [-4.570, -1.522, 3.819], [3.056, 2.031, 2.349], [5.513, 4.628, -2.780], [6.737, 1.882, -2.219], [-8.815, -4.173, 7.841], [-1.048, 5.083, 1.917], [-3.614, 1.143, 1.413], [-4.085, -3.910, 2.160], [5.894, 2.337, -6.258], [3.105, -4.299, -3.609], [-2.439, 6.069, -4.799], [1.588, 0.666, -0.115], [-2.688, 6.296, -2.707], [-2.514, 9.406, -2.840], [-2.363, 1.178, 1.355], [-2.732, 9.531, -1.105], [0.221, -1.541, -1.710], [6.583, -7.442, -1.495], [1.342, -1.965, -5.701], [4.696, 3.273, -2.024], [1.566, -3.275, -5.548], [-1.651, -3.083, 0.608], [7.439, 4.565, -4.495], [-0.262, 4.874, -0.124], [-7.466, -4.480, 9.473], [-3.316, 5.289, -2.538], [-4.670, -1.063, 1.811], [-3.375, -1.861, 0.180], [4.996, 1.432, 0.690], [-0.167, -3.545, -0.809], [2.878, -3.831, -5.696], [4.607, -4.780, 0.401], [4.624, -4.256, -4.507], [2.733, -4.865, -5.995], [0.075, 2.868, -0.318], [-1.883, 3.625, 1.982], [-5.483, -1.126, 4.186], [-7.701, -2.792, 9.101], [-8.686, -5.172, 7.428], [-3.654, -2.952, 2.018], [7.128, -5.759, -1.461], [-1.858, -1.527, 4.189], [-1.385, -1.043, -1.644], [1.028, 2.974, 0.110], [3.651, -3.783, -4.395], [6.364, -6.451, -1.111], [-5.932, -2.873, 7.113], [-3.578, -3.572, 0.046], [3.254, 1.357, 1.549]]
}